(1)
Molecular formula: C5H15NO
Method: DFT, ωB97M-V/def2-TZVPD

Element x y z (Å)
C 1.250 0.089 -0.682
C -0.260 0.308 -0.833
C -0.941 -0.883 -1.482
C -0.863 0.634 0.545
C -2.157 1.442 0.411
N 1.944 -0.001 -1.963
H 1.465 -0.824 -0.106
H 1.594 0.974 -0.148
H -0.367 1.202 -1.462
H -2.020 -0.933 -1.356
H -0.499 -1.816 -1.121
H -0.664 -0.918 -2.544
H -1.040 -0.325 1.042
H -0.185 1.180 1.205
H -2.669 1.408 1.372
H -2.828 0.944 -0.309
H -2.043 2.398 -0.100
H 2.889 -0.348 -1.806
H 1.556 -0.688 -2.603
H 0.155 -0.750 3.516
H 1.301 -0.979 2.599
O 0.976 -1.287 3.450

Results
spin multiplicity	2
gap between HOMO and LUMO (alpha / beta)	2.8 / 9.9	eV
relative energy (zero: lowest compared OMol25 entry of this formula, charge and spin)	0.3726	eV
total charge	-1
max |F|	1.65	eV Å⁻¹

(2)
Molecular formula: C5H15NO
Method: DFT, ωB97M-V/def2-TZVPD

Element x y z (Å)
C 0.719 -0.699 1.946
C 0.414 0.561 1.116
C -0.771 1.362 1.615
C 0.232 0.055 -0.375
C 0.436 1.211 -1.329
N -1.087 -0.520 -0.564
H 1.077 -0.351 2.922
H 1.505 -1.319 1.495
H -0.132 -1.368 1.980
H 1.360 1.120 1.163
H -1.707 1.447 1.073
H -0.891 1.089 2.670
H -0.470 2.426 1.688
H 0.986 -0.758 -0.454
H 0.374 0.974 -2.393
H -0.309 1.969 -1.071
H 1.412 1.684 -1.179
H -1.635 -0.090 -1.297
H -1.174 -1.506 -0.727
O -0.206 -2.706 -2.458
H -0.716 -2.413 -3.222
H 0.586 -2.167 -2.599

Results
gap between HOMO and LUMO	9.4	eV
SMILES string	CC(C)[C@H](C)N.O
relative energy (zero: lowest compared OMol25 entry of this formula, charge and spin)	0.9004	eV
total charge	0
max |F|	2.46	eV Å⁻¹

(3)
Molecular formula: C5H15NO
Method: DFT, ωB97M-V/def2-TZVPD

Element x y z (Å)
C -0.817 -2.045 0.144
C 0.253 -1.006 0.185
C 0.740 -1.044 1.658
C -0.189 0.470 -0.392
C 0.333 1.711 0.349
N -1.703 0.626 -0.493
H -0.580 -3.043 -0.227
H -1.676 -1.785 -0.614
H -1.218 -2.315 1.106
H 1.123 -1.338 -0.347
H 1.848 -0.730 1.681
H 0.474 -0.289 2.380
H 0.595 -2.062 2.035
H 0.044 0.255 -1.473
H 1.476 1.816 0.256
H -0.096 2.701 0.039
H 0.105 1.753 1.403
H -1.965 1.288 0.263
H -2.334 -0.121 0.069
O 1.404 1.478 -2.898
H 1.644 2.242 -2.431
H 0.539 1.439 -2.696

Results
gap between HOMO and LUMO	10.3	eV
SMILES string	CC(C)[C@H](C)N.O
relative energy (zero: lowest compared OMol25 entry of this formula, charge and spin)	2.8075	eV
total charge	0
max |F|	5.04	eV Å⁻¹

(4)
Molecular formula: C5H15NO2
Method: DFT, ωB97M-V/def2-TZVPD

Element x y z (Å)
C 2.900 -1.241 0.759
C 1.857 -0.031 0.688
N 0.555 -0.690 0.528
C -0.631 0.189 0.449
C -1.216 0.307 1.865
C -1.606 -0.358 -0.573
O -2.443 0.654 -1.073
H 3.056 -1.376 1.825
H 2.496 -2.136 0.317
H 3.814 -0.904 0.266
H 1.939 0.615 1.561
H 1.970 0.569 -0.233
H 0.457 -1.491 1.131
H -0.414 1.226 0.161
H -0.542 0.758 2.613
H -2.111 0.945 1.825
H -1.449 -0.670 2.273
H -2.227 -1.132 -0.114
H -1.215 -0.969 -1.392
H -2.016 1.319 -1.623
O 0.369 1.041 -2.409
H 0.744 1.417 -1.597
H 0.281 0.118 -2.122

Results
gap between HOMO and LUMO	9.7	eV
SMILES string	CCN[C@H](C)CO.O
relative energy (zero: lowest compared OMol25 entry of this formula, charge and spin)	1.5385	eV
total charge	0
max |F|	2.65	eV Å⁻¹

(5)
Molecular formula: C5H15NO2
Method: DFT, ωB97M-V/def2-TZVPD

Element x y z (Å)
C -0.166 1.242 1.338
N 1.096 1.392 0.628
C -0.258 -1.609 0.829
C 0.463 -1.995 -0.366
C -0.158 -3.009 -1.321
O 0.695 -0.759 -1.099
C -0.879 2.564 1.529
H -0.839 0.550 0.788
H 0.025 0.788 2.313
H 0.833 1.824 -0.287
H -1.297 -1.781 1.100
H 0.310 -1.381 1.726
H 1.480 -2.319 -0.155
H -1.174 -2.643 -1.524
H -0.284 -3.955 -0.793
H 0.349 -3.076 -2.267
H -0.170 -0.309 -1.077
H -1.688 2.431 2.255
H -0.208 3.307 1.928
H -1.276 2.890 0.568
H 0.102 1.743 -2.218
H 1.278 0.472 0.262
O -0.442 1.741 -1.420

Results
gap between HOMO and LUMO	4.4	eV
relative energy (zero: lowest compared OMol25 entry of this formula, charge and spin)	7.2432	eV
total charge	0
max |F|	2.31	eV Å⁻¹

(6)
Molecular formula: C5H15NO2
Method: DFT, ωB97M-V/def2-TZVPD

Element x y z (Å)
C -0.062 -1.234 2.232
N 0.585 -0.100 1.588
C 0.434 1.139 2.351
C 0.151 0.085 0.212
C 0.837 -0.904 -0.728
C 0.248 -0.868 -2.114
O 0.392 0.499 -2.619
H 0.182 -1.209 3.296
H -1.139 -1.305 2.038
H 0.438 -2.163 1.935
H -0.506 1.684 2.213
H 0.610 0.936 3.408
H 1.243 1.808 2.054
H 0.334 1.109 -0.090
H -0.934 -0.094 0.114
H 1.917 -0.740 -0.771
H 0.708 -1.901 -0.325
H -0.824 -1.071 -2.078
H 0.751 -1.523 -2.810
H 0.380 0.473 -3.578
O -2.235 1.564 -2.048
H -2.198 2.520 -2.119
H -1.312 1.293 -2.161

Results
gap between HOMO and LUMO	9.2	eV
SMILES string	CN(C)CCCO.O
relative energy (zero: lowest compared OMol25 entry of this formula, charge and spin)	1.2155	eV
total charge	0
max |F|	1.30	eV Å⁻¹